No. 1
{
  "formula": "C25H20ClF3O2PSc",
  "method": "ωB97M-V with the def2-TZVPD basis set",
  "homo_energy_ev": -7.49,
  "symbols": ["C", "C", "C", "H", "C", "C", "H", "H", "H", "H", "Sc", "Cl", "P", "C", "C", "H", "C", "H", "C", "H", "C", "H", "C", "H", "C", "C", "H", "C", "H", "C", "H", "C", "H", "C", "H", "C", "C", "H", "C", "H", "C", "H", "C", "H", "C", "H", "F", "C", "F", "F", "C", "O", "O"],
  "coordinates": [[-3.2292, -2.0237, 2.4350], [-2.3992, -1.1596, 1.6497], [-3.1267, -0.8009, 0.4662], [-1.4383, -0.7387, 1.9473], [-4.3933, -1.4674, 0.5092], [-4.4496, -2.2409, 1.7174], [-5.3000, -2.8185, 2.0742], [-2.9889, -2.3891, 3.4335], [-2.7907, -0.0662, -0.2672], [-5.1874, -1.3591, -0.2277], [-2.6884, -3.1015, 0.3171], [-2.2825, -2.9316, -1.9542], [0.4751, 0.6870, -0.4832], [-0.3944, 1.8245, -1.5837], [-0.2467, 3.2210, -1.5328], [0.4662, 3.6734, -0.8407], [-1.0267, 4.0260, -2.3663], [-0.9163, 5.1104, -2.3224], [-1.9467, 3.4516, -3.2489], [-2.5538, 4.0867, -3.8982], [-2.0914, 2.0596, -3.3039], [-2.8071, 1.6102, -3.9935], [-1.3255, 1.2433, -2.4775], [-1.4364, 0.1549, -2.5009], [1.0759, 1.6308, 0.9357], [0.1567, 2.4294, 1.6531], [-0.8595, 2.5539, 1.2767], [0.5532, 3.0561, 2.8310], [-0.1509, 3.6936, 3.3673], [1.8493, 2.8680, 3.3231], [2.1549, 3.3559, 4.2479], [2.7507, 2.0444, 2.6394], [3.7564, 1.8861, 3.0308], [2.3667, 1.4171, 1.4566], [3.0572, 0.7592, 0.9269], [1.8986, 0.0574, -1.4012], [2.5267, 0.7847, -2.4262], [2.1849, 1.7945, -2.6674], [3.5873, 0.2030, -3.1245], [4.0852, 0.7667, -3.9144], [4.0080, -1.0985, -2.8253], [4.8320, -1.5502, -3.3821], [3.3677, -1.8287, -1.8139], [3.6920, -2.8413, -1.5787], [2.3184, -1.2559, -1.1033], [1.8038, -1.8077, -0.3123], [1.6518, -4.0485, 3.3956], [0.7451, -4.5541, 2.5246], [1.4042, -5.3722, 1.6537], [-0.1314, -5.3253, 3.2285], [-0.0025, -3.4436, 1.7124], [0.4639, -2.3079, 1.6469], [-1.0685, -3.9184, 1.1505]],
  "mulliken_charge": [-0.5680, -0.2495, -0.1674, 0.5087, -0.7326, -0.4405, 0.4493, 0.4032, 0.3647, 0.3786, 1.2045, -0.4587, 0.9488, -0.0652, -0.0493, 0.4457, -0.5998, 0.3946, -0.4775, 0.3600, -0.6393, 0.4085, -0.3810, 0.3729, 0.3367, -0.4922, 0.4718, -0.6502, 0.3786, -0.4572, 0.3625, -0.5908, 0.3898, -0.4732, 0.3378, -0.1457, -0.3788, 0.3802, -0.5454, 0.3833, -0.4768, 0.3509, -0.5118, 0.4143, -0.0465, 0.2375, -0.2359, 0.7437, -0.2528, -0.2438, 0.5523, -0.5365, -0.7127]
}


No. 2
{
  "formula": "C25H51CrN5O3P2Sb",
  "method": "ωB97M-V with the def2-TZVPD basis set",
  "homo_energy_ev": [-10.21, -10.10],
  "e_above_lowest_ev": 0.527,
  "charge": 1,
  "multiplicity": 5,
  "symbols": ["Cr", "C", "N", "C", "P", "O", "O", "P", "O", "N", "C", "C", "N", "C", "C", "N", "C", "C", "H", "H", "H", "H", "H", "H", "H", "H", "H", "H", "H", "H", "H", "H", "H", "H", "H", "H", "H", "H", "H", "H", "H", "H", "C", "C", "C", "Sb", "C", "C", "C", "C", "C", "C", "H", "H", "H", "H", "H", "H", "H", "H", "H", "H", "H", "H", "H", "H", "H", "H", "H", "H", "H", "H", "H", "C", "C", "C", "C", "C", "C", "C", "C", "N", "H", "H", "H", "H", "H", "H"],
  "coordinates": [[0.0287, -0.1302, 0.1907], [-0.7780, 1.6117, -4.6431], [0.3608, 0.7493, -4.3155], [1.2008, 0.3772, -5.4469], [0.8009, 0.7176, -2.7450], [-0.3214, 0.3249, -1.8541], [1.9691, -0.4315, -2.7727], [2.1477, -1.4583, -1.5387], [2.0712, -0.7675, -0.2227], [3.6071, -2.1598, -1.8066], [4.0988, -2.3950, -3.1606], [4.6579, -2.0442, -0.7900], [0.8706, -2.4920, -1.7293], [0.6575, -3.4551, -0.6420], [0.6021, -3.0650, -3.0497], [1.5316, 2.1312, -2.3015], [1.5478, 2.6014, -0.9185], [2.7420, 2.4823, -3.0461], [-0.4518, 2.5394, -5.1205], [-1.3317, 1.8534, -3.7378], [-1.4429, 1.0858, -5.3291], [1.5674, 1.2587, -5.9806], [0.6123, -0.2199, -6.1457], [2.0504, -0.2116, -5.1109], [3.2733, -2.4485, -3.8678], [4.6435, -3.3390, -3.1897], [4.7757, -1.5955, -3.4759], [4.2212, -1.7532, 0.1609], [5.4025, -1.2965, -1.0792], [5.1626, -3.0043, -0.6753], [0.8894, -2.9909, 0.3178], [1.2732, -4.3529, -0.7588], [-0.3911, -3.7543, -0.6380], [0.6966, -2.3010, -3.8194], [-0.4241, -3.4317, -3.0611], [1.2719, -3.9001, -3.2797], [0.6211, 2.3244, -0.4129], [1.6134, 3.6894, -0.9209], [2.4004, 2.1993, -0.3610], [2.6351, 2.1968, -4.0923], [3.6295, 1.9908, -2.6336], [2.8889, 3.5609, -2.9984], [-0.3018, -1.7420, 5.3718], [-0.5432, -1.7272, 3.8688], [-0.4272, -3.1127, 3.2389], [0.7144, -0.3621, 2.7048], [0.8214, 1.4985, 3.8656], [1.5138, 1.3593, 5.2154], [-0.5821, 2.0826, 3.9977], [2.7604, -1.1412, 2.8926], [3.0993, -1.7919, 4.2284], [3.7362, -0.0210, 2.5393], [-0.9300, -2.5108, 5.8303], [-0.5750, -0.7901, 5.8273], [0.7345, -1.9676, 5.6244], [-1.5435, -1.3472, 3.6723], [0.5670, -3.5397, 3.3941], [-0.6343, -3.0782, 2.1657], [-1.1564, -3.7897, 3.6897], [1.4150, 2.1588, 3.2261], [1.0234, 0.6208, 5.8476], [1.4821, 2.3173, 5.7415], [2.5618, 1.0823, 5.1051], [-1.2190, 1.4430, 4.6137], [-1.0586, 2.2132, 3.0254], [-0.5334, 3.0626, 4.4786], [2.8007, -1.9025, 2.1081], [2.9925, -1.0911, 5.0564], [4.1376, -2.1354, 4.2175], [2.4700, -2.6593, 4.4290], [3.7308, 0.7624, 3.2994], [3.4942, 0.4303, 1.5748], [4.7547, -0.4153, 2.4832], [-1.8808, 0.6180, 0.5347], [-2.7308, -0.4692, 1.0657], [-2.9024, -1.6506, 0.3241], [-3.6932, -2.6824, 0.7852], [-4.3427, -2.5649, 2.0164], [-4.1867, -1.4003, 2.7682], [-3.3853, -0.3758, 2.3007], [-5.1760, -3.6270, 2.4840], [-5.8498, -4.4823, 2.8543], [-2.0064, 1.5255, 1.1293], [-2.2004, 0.8465, -0.4854], [-2.4174, -1.7221, -0.6459], [-3.8316, -3.5889, 0.2100], [-4.7087, -1.3084, 3.7121], [-3.2742, 0.5297, 2.8866]],
  "mulliken_charge": [0.8361, -1.0068, 0.4233, -0.9383, -0.6005, -0.4721, 0.3123, -1.0919, -0.3015, 0.4554, -0.9596, -0.7840, 1.1328, -1.0311, -0.9438, 0.4706, -0.6741, -0.8536, 0.2913, 0.2915, 0.3560, 0.3970, 0.3347, 0.1650, 0.2801, 0.3456, 0.3340, 0.0298, 0.3269, 0.3383, 0.1225, 0.3407, 0.3085, 0.1372, 0.3618, 0.3183, 0.0406, 0.4392, 0.2479, 0.1911, 0.2720, 0.3794, -1.4976, 1.2064, -1.2319, 0.7345, 0.4295, -1.3375, -1.1512, 0.9092, -1.5794, -1.4897, 0.4951, 0.3401, 0.2258, -0.5325, 0.2539, 0.0716, 0.4713, 0.4689, 0.1513, 0.5074, 0.2379, 0.2065, 0.1566, 0.5184, 0.1356, 0.2488, 0.4989, 0.3146, 0.3331, 0.2361, 0.4498, -1.8254, 0.7383, -0.3689, -0.9667, 0.5030, -0.4925, -0.6075, -0.1305, -0.5131, 0.4393, 0.8923, 0.5713, 0.4750, 0.4973, 0.3837]
}


No. 3
{
  "formula": "C6H14NO2PS",
  "method": "ωB97M-V with the def2-TZVPD basis set",
  "homo_energy_ev": [-9.32, -8.43],
  "e_above_lowest_ev": 5.352,
  "symbols": ["C", "C", "C", "C", "C", "C", "N", "O", "O", "P", "S", "H", "H", "H", "H", "H", "H", "H", "H", "H", "H", "H", "H", "H", "H"],
  "coordinates": [[-1.4253, -1.5417, -2.7262], [-1.1892, -0.4290, -1.7413], [-2.8110, -2.1903, -2.8474], [0.8336, 0.8178, 3.4272], [2.7486, 0.5532, 1.8438], [2.1372, 1.4558, 2.8876], [1.2735, -0.0206, -2.5272], [0.9724, -1.7801, -0.7218], [-1.3566, -0.1611, -3.0544], [0.5071, -0.4426, -1.0349], [1.8171, 3.1545, 2.2422], [-0.6152, -2.0095, -3.3223], [-1.8599, -0.1422, -1.0363], [-3.4958, -1.6699, -2.0657], [-2.6965, -3.2716, -2.5986], [-3.1315, -1.9432, -3.8453], [0.0470, 0.5927, 2.6298], [1.0796, -0.0835, 3.9817], [0.5850, 1.4997, 4.1688], [2.8833, -0.4705, 2.3446], [3.6852, 0.9444, 1.4116], [2.0644, 0.5153, 1.0086], [2.7606, 1.5327, 3.7721], [2.3415, 0.0463, -2.3113], [1.0499, 0.8563, -2.9832]],
  "mulliken_charge": [0.0603, -0.1534, -1.1258, -1.2685, -0.6423, 0.1103, -0.6235, -0.5859, -0.4648, 0.5579, -0.0954, 0.4318, 0.5132, 0.2648, 0.3276, 0.2881, 0.2501, 0.3634, 0.4373, 0.3021, 0.3692, -0.1349, 0.3069, 0.2811, 0.2306]
}


No. 4
{
  "formula": "C7H16N4",
  "method": "ωB97M-V with the def2-TZVPD basis set",
  "homo_energy_ev": -17.87,
  "e_above_lowest_ev": 5.737,
  "charge": 2,
  "symbols": ["C", "C", "C", "C", "C", "C", "C", "N", "N", "N", "N", "H", "H", "H", "H", "H", "H", "H", "H", "H", "H", "H", "H", "H", "H", "H", "H"],
  "coordinates": [[-0.1839, -2.6373, -0.0083], [-0.4555, -1.6808, -0.8833], [0.0859, -2.4793, 1.2664], [-0.7366, -1.8549, -2.3680], [-0.2621, 1.1465, 1.9382], [0.2719, 2.4783, -0.1580], [0.7133, 1.4192, 0.9293], [0.5247, -2.3313, 2.3205], [1.8817, 0.1045, -0.6731], [-0.5871, -0.2967, -0.4377], [1.0519, 0.0956, 0.2676], [-0.2109, -3.6077, -0.3058], [0.0457, -2.3811, -2.8369], [-1.0764, -0.8917, -2.8448], [-1.5947, -2.5465, -2.5653], [-1.3480, 1.2579, 1.5813], [-0.2371, 0.0752, 2.3694], [-0.3389, 1.9426, 2.7472], [-0.7454, 2.3633, -0.2558], [0.8074, 2.2214, -1.0654], [0.5757, 3.4162, 0.3469], [1.6964, 1.6760, 1.3240], [0.6544, -2.5298, 3.2799], [2.1455, -0.8566, -1.1761], [2.1575, 0.8313, -1.3639], [-0.7914, 0.2828, -1.2843], [-1.1553, -0.0699, 0.3528]],
  "mulliken_charge": [-0.6386, 0.2391, 0.4399, -1.1574, -1.2659, -1.1704, 0.2140, -0.0416, -0.6994, -0.1138, 0.4507, 0.6484, 0.3604, 0.3884, 0.3785, 0.3915, 0.1187, 0.3929, 0.4160, 0.3452, 0.3903, 0.5003, 0.2886, 0.2953, 0.2611, 0.2978, 0.2700]
}


E: -2977.15990; -3450.07400; -1181.65087; -494.53565 (Ha)